# 1
Density functional theory data (wB97M-V/def2-TZVPD) for C23H19CaF5NO3PTe as an isolated structure.

Calculated values
Highest occupied orbital energy in eV: -9.151
M in u: 651.05
Energy above the lowest of the compared OMol25 structures with the same formula, charge and spin in kcal/mol: 0.0
Frontier orbital gap in eV: 8.34

Geometry as XYZ:
```
54
C23H19CaF5NO3PTe, DFT wB97M-V/def2-TZVPD
Te 3.260 -2.442 -0.404
Ca 2.034 0.353 0.374
P 0.041 1.439 -1.611
F 3.517 -1.395 1.205
F 2.846 -3.623 -1.771
F 3.344 -3.918 0.700
F 1.433 -2.324 0.151
F 5.089 -2.641 -0.618
O 3.057 -0.900 -1.299
O 3.363 2.540 3.447
O 2.417 2.248 1.427
N 0.835 0.259 2.538
C -0.184 -0.711 4.513
C -1.684 0.990 -1.240
C -0.045 -0.617 3.111
C -2.606 0.566 -2.190
C -0.841 -1.438 2.280
C -1.740 -2.306 2.830
C 1.575 1.022 3.314
C -3.379 0.803 0.471
C -4.293 0.375 -0.483
C 2.557 2.037 2.684
C 0.968 -0.298 -5.767
C -0.058 3.253 -1.806
C 0.349 0.794 -3.279
C 0.643 0.112 5.315
C 1.523 0.965 4.725
C 0.967 1.077 -5.594
C 0.660 1.623 -4.353
C 0.370 -0.590 -3.459
C -3.904 0.257 -1.811
C -1.884 -2.400 4.230
C -1.121 -1.620 5.052
C 0.669 -1.131 -4.697
C -2.079 1.103 0.094
H 0.162 -1.248 -2.622
H -1.362 1.420 0.846
H -0.419 3.666 -0.864
H -4.615 -0.075 -2.556
H -3.672 0.890 1.509
H -0.725 -1.363 1.207
H -1.220 -1.688 6.129
H 1.212 -0.722 -6.732
H -2.347 -2.931 2.188
H 0.565 0.048 6.394
H 0.933 3.666 -1.991
H -2.598 -3.096 4.648
H 0.662 2.697 -4.234
H 0.683 -2.205 -4.824
H 2.190 1.609 5.278
H -2.312 0.474 -3.229
H 1.207 1.730 -6.422
H -0.741 3.538 -2.607
H -5.306 0.131 -0.192
```

---

# 2
Density functional theory data (wB97M-V/def2-TZVPD) for C15H11F6N3O4S3Tl as an isolated structure.

Calculated values
Highest occupied orbital energy (alpha / beta) in eV: -9.538 / -9.770
M in u: 711.84
Frontier orbital gap (alpha / beta) in eV: 8.79 / 6.96
Spin multiplicity: 2

Geometry as XYZ:
```
43
C15H11F6N3O4S3Tl, DFT wB97M-V/def2-TZVPD
Tl -0.869 -0.037 -0.539
S -1.283 -4.048 0.451
S -1.724 2.128 2.564
S -2.948 -0.336 2.870
F -5.576 -0.146 3.088
F -1.336 2.032 5.181
F 0.311 2.843 4.035
F -4.822 -0.128 1.052
F -0.076 0.706 4.020
F -4.845 -1.974 2.188
O -2.120 -0.951 1.855
O -2.078 3.510 2.526
O -2.874 -0.872 4.191
O -0.857 1.653 1.497
N 1.866 -0.823 -1.920
N 1.264 1.621 -0.587
N -2.994 1.243 2.810
C 2.971 2.720 -1.721
C 1.340 2.867 -0.182
C 2.262 1.480 -1.532
C -0.425 -2.882 0.005
C 1.824 -2.744 -6.283
C -0.648 1.913 4.058
C 2.592 0.209 -2.112
C 1.644 -2.207 -3.937
C -4.663 -0.654 2.273
C 0.290 -1.940 -4.120
C 2.404 3.602 -0.866
C 2.290 -2.057 -2.570
C -0.290 -2.066 -5.374
C 2.406 -2.605 -5.028
C 0.477 -2.470 -6.460
H 3.785 2.885 -2.411
H 3.463 -2.814 -4.900
H 3.377 -2.092 -2.687
H 0.655 3.241 0.567
H 1.976 -2.883 -1.933
H -0.317 -1.632 -3.277
H 2.649 4.642 -0.715
H 3.506 0.168 -2.714
H 0.024 -2.571 -7.438
H 2.430 -3.061 -7.122
H -1.342 -1.843 -5.503
```